C3H3N2OP in the gas phase in a non-equilibrium geometry. Source: the Open Molecules 2025 dataset; level of theory: ωB97M-V/def2-TZVPD.

LUMO energy (eV): -0.435
Orbital gap (eV): 10.62
Relative energy (zero: lowest compared OMol25 entry of this formula, charge and spin) (eV): 1.014
F_max (eV/Å): 3.3
DFT total energy (hartree): -642.170612
Structure (SMILES): COP(C#N)C#N

The geometry in XYZ format:
```
10
C3H3N2OP, DFT ωB97M-V/def2-TZVPD
C 1.25 -0.75 0.09
O 1.10 0.63 0.35
P -0.33 1.32 0.55
C -0.90 1.68 -1.11
N -1.50 1.94 -2.06
C -1.42 -0.23 0.76
N -2.08 -1.08 1.15
H 1.16 -1.15 -0.95
H 0.46 -1.24 0.79
H 2.26 -1.12 0.44
```